Below is a molecular structure, C31H22BBrF4N5O4S2SbSe4Zr in a non-equilibrium geometry, with properties calculated with the ωB97M-V functional and the def2-TZVPD basis.

Computed properties:
Gap between HOMO and LUMO: 4.63 eV
E_tot: -420621.5824 eV
LUMO level: 3.3269 eV

Geometry as ORCA input:
```
! RIJCOSX wB97M-V def2-TZVPD def2/J DEFGRID3
* xyz -2 1
Zr 0.708 0.841 0.483
O -0.269 3.186 -1.382
S -1.329 3.170 -0.385
O -2.645 3.196 -1.000
N -1.200 1.952 0.717
C -2.355 1.180 0.951
C -3.593 1.740 1.167
C -4.741 0.947 1.344
C -4.661 -0.414 1.346
C -3.397 -1.033 1.207
C -3.236 -2.434 1.297
C -1.993 -2.982 1.225
C -0.893 -2.125 1.037
N -1.003 -0.831 0.907
C -2.241 -0.250 1.003
C -1.237 4.692 0.520
C -1.405 5.863 -0.208
C -1.522 7.065 0.470
C -1.461 7.091 1.859
C -1.281 5.916 2.572
C -1.182 4.702 1.904
H -3.683 2.815 1.184
H -5.696 1.439 1.486
H -5.537 -1.036 1.482
H -4.115 -3.051 1.445
H -1.829 -4.047 1.327
H 0.110 -2.529 1.017
H -1.439 5.816 -1.288
H -1.670 7.983 -0.086
H -1.553 8.034 2.384
H -1.219 5.931 3.653
H -1.031 3.775 2.443
Se 7.150 2.582 2.127
Sb 5.572 0.753 1.919
Se 3.064 1.589 1.315
Se 1.477 3.190 0.768
Se 6.620 -0.936 0.434
S 3.546 -5.446 -1.020
C 3.028 -3.754 -0.777
C 3.645 -2.941 0.142
C 3.042 -1.720 0.450
N 1.934 -1.282 -0.133
C 1.406 -2.043 -1.112
C 1.904 -3.276 -1.455
C 2.115 -6.176 -0.243
C 1.162 -6.856 -0.985
C 0.008 -7.289 -0.345
N -0.236 -7.105 0.949
C 0.704 -6.476 1.657
C 1.887 -6.001 1.116
H 4.579 -3.188 0.629
H 3.462 -1.106 1.232
H 0.527 -1.659 -1.611
H 1.415 -3.866 -2.218
H 1.302 -7.025 -2.044
H -0.771 -7.794 -0.908
H 0.491 -6.334 2.711
H 2.609 -5.481 1.732
F -0.861 -0.312 3.634
B 0.431 0.209 3.558
F 1.127 0.049 4.727
F 0.366 1.546 3.135
F 1.155 -0.460 2.454
Br -2.142 1.559 -6.545
C -0.602 1.787 -5.458
C 0.493 2.468 -5.964
N 1.593 2.686 -5.250
C 1.639 2.199 -4.011
C 0.597 1.472 -3.450
C -0.567 1.281 -4.175
C 0.675 1.002 -2.044
O -0.321 0.433 -1.466
O 1.769 1.097 -1.425
H 0.480 2.856 -6.976
H 2.532 2.391 -3.430
H -1.409 0.775 -3.723
*
```